A 2-piece molecular cluster, C4H8O overall. Source: the OMol25 dataset; level of theory: the ωB97M-V functional and the def2-TZVPD basis.

Results
- F_max (eV Å⁻¹) = 0.6
- charge = 0
- structure (SMILES) = CC=O.C=C
- E_HOMO (eV) = -9.76
- gap between HOMO and LUMO (eV) = 10.835
- energy (eV) = -6323.423

Each line ends with the Löwdin charge.
Cartesian coordinates (Å):
C1 0.02205 1.35522 -1.23576  -0.05
C2 -0.71281 0.82585 -0.03750  -0.38
O1 -0.57205 1.27676 1.07423  0.01
H1 -0.51862 2.27125 -1.49423  0.09
H2 1.04984 1.62587 -0.98268  0.09
H3 -0.00274 0.67669 -2.09360  0.08
H4 -1.46081 0.03512 -0.26071  0.11
C3 0.60660 -1.50062 0.23496  -0.11
C4 0.14613 -1.24438 1.45416  -0.09
H5 -0.01677 -1.96428 -0.52729  0.06
H6 1.60466 -1.19694 -0.07019  0.06
H7 0.73972 -0.71678 2.19604  0.07
H8 -0.88520 -1.44377 1.74258  0.07

---

C4H8O as an isolated structure in a non-equilibrium geometry. Source: the OMol25 dataset; level of theory: the ωB97M-V functional and the def2-TZVPD basis.

Results
- F_max (eV Å⁻¹) = 1.1
- charge = 0
- E_HOMO (spin up / spin down) (eV) = -9.18 / -9.18
- gap between HOMO and LUMO (spin up / spin down) (eV) = 9.200 / 9.197
- energy (eV) = -6321.678

Each line ends with the Löwdin charge.
Cartesian coordinates (Å):
C1 1.36002 1.22078 0.45602  -0.03
C2 -0.18880 -0.74135 -0.36447  -0.01
C3 -1.57762 -0.59507 -0.84811  -0.09
C4 0.55756 -0.02559 0.67247  -0.58
O1 -0.60757 -0.08869 1.36122  -0.07
H1 0.77481 2.00733 -0.02197  0.08
H2 1.73737 1.57070 1.41964  0.08
H3 2.21317 0.95746 -0.18279  0.08
H4 0.32735 -1.63879 -0.74676  0.13
H5 -2.13655 -1.40984 -0.36321  0.10
H6 -1.66860 -0.75523 -1.92667  0.08
H7 -2.00352 0.33804 -0.49519  0.08
H8 1.21239 -0.83977 1.03983  0.14

---

A 2-piece molecular cluster, C4H8O2 overall in a non-equilibrium geometry. Source: the OMol25 dataset; level of theory: the ωB97M-V functional and the def2-TZVPD basis.

Results
- F_max (eV Å⁻¹) = 3.5
- charge = -1
- spin multiplicity = 2
- E_HOMO (spin up / spin down) (eV) = 0.11 / -3.15
- gap between HOMO and LUMO (spin up / spin down) (eV) = 4.124 / 7.184
- energy (eV) = -8370.175

Each line ends with the Löwdin charge.
Cartesian coordinates (Å):
C1 -0.49558 1.06410 1.03867  -0.10
C2 -0.79413 0.19066 0.00510  -0.47
O1 -0.83863 -1.20329 0.28422  -0.07
C3 -0.76468 0.44074 -1.43704  -0.24
C4 -0.30332 -0.62653 -2.17103  -0.13
H1 -0.36962 0.88218 2.09199  0.01
H2 -0.61551 2.05286 0.61627  0.01
H3 -0.48902 -1.30744 1.17723  0.06
H4 -0.77017 1.50782 -1.66376  0.07
H5 -0.50576 -1.65281 -1.89664  0.00
H6 0.03314 -0.58545 -3.21981  -0.01
H7 1.25660 0.07634 1.59686  0.00
H8 2.74534 -0.20423 1.65093  0.02
O2 1.91134 -0.63494 1.92700  -0.16

---

An isolated ion of composition C4H8O2 and charge -2 in a non-equilibrium geometry. Source: the OMol25 dataset; level of theory: the ωB97M-V functional and the def2-TZVPD basis.

Results
- F_max (eV Å⁻¹) = 6.0
- charge = -2
- structure (SMILES) = [O-]CCCC[O-]
- E_HOMO (eV) = 0.99
- gap between HOMO and LUMO (eV) = 6.521
- energy (eV) = -8367.641

Each line ends with the Löwdin charge.
Cartesian coordinates (Å):
O1 -1.50442 -0.32503 2.67863  -0.48
C1 -0.33292 -0.19867 1.94585  -0.57
C2 -0.61935 0.00095 0.46573  -0.24
C3 0.62093 0.20078 -0.48958  -0.24
C4 0.37562 0.04507 -1.96040  -0.69
O2 1.35618 -0.07901 -2.79120  -0.38
H1 0.30631 -1.18787 2.02427  0.08
H2 0.27173 0.56078 2.49835  0.06
H3 -1.29507 0.90216 0.39603  0.11
H4 -1.07801 -0.82956 0.19979  0.03
H5 1.47913 -0.44745 -0.07622  0.11
H6 0.91454 1.24650 -0.47889  0.07
H7 -0.18985 -0.88253 -2.04612  0.05
H8 -0.30483 0.99385 -2.36625  0.09

---

One molecule with the formula C4H8O2 in a non-equilibrium geometry. Source: the OMol25 dataset; level of theory: the ωB97M-V functional and the def2-TZVPD basis.

Results
- F_max (eV Å⁻¹) = 3.8
- charge = 0
- structure (SMILES) = O=CCCCO
- E_HOMO (eV) = -8.27
- gap between HOMO and LUMO (eV) = 9.016
- energy (eV) = -8369.778

Each line ends with the Löwdin charge.
Cartesian coordinates (Å):
O1 -2.13728 1.61612 0.01654  0.00
C1 -1.12630 0.96348 0.15065  -0.27
C2 -1.25707 -0.59454 0.28649  -0.17
C3 0.18769 -1.07034 0.37108  -0.21
C4 1.10893 -0.14211 -0.48654  -0.08
O2 1.51894 1.39009 0.09339  -0.17
H1 0.05860 1.46585 0.21365  0.12
H2 -1.78000 -1.02196 -0.59015  0.12
H3 -1.87188 -0.88869 1.15839  0.12
H4 0.54056 -1.08271 1.40438  0.11
H5 0.29946 -2.11202 0.00268  0.12
H6 2.11175 -0.52696 -0.50969  0.09
H7 0.65961 -0.04849 -1.49133  0.12
H8 1.68699 2.05226 -0.61955  0.09

---

One molecule with the formula C4H8O2. Source: the OMol25 dataset; level of theory: the ωB97M-V functional and the def2-TZVPD basis.

Results
- F_max (eV Å⁻¹) = 0.8
- charge = 0
- E_HOMO (eV) = -7.58
- gap between HOMO and LUMO (eV) = 8.220
- energy (eV) = -8368.025

Each line ends with the Löwdin charge.
Cartesian coordinates (Å):
C1 0.78267 -0.77198 1.23109  0.02
O1 1.21056 1.09758 -0.75851  -0.20
C2 -0.03427 0.85162 -1.02367  -0.54
C3 -0.35622 -0.70112 -1.01662  0.00
O2 -0.48754 -0.62729 0.50154  -0.20
C4 -0.93299 0.81750 0.28384  0.00
H1 0.57264 -1.47348 2.03938  0.10
H2 1.54027 -1.13827 0.54215  0.10
H3 1.10525 0.20541 1.58099  0.10
H4 -0.53738 1.38329 -1.86980  0.13
H5 0.44333 -1.39148 -1.28252  0.13
H6 -1.33974 -1.04799 -1.34762  0.12
H7 -0.62697 1.43024 1.13098  0.13
H8 -2.02045 0.74222 0.18864  0.12

---

A 2-piece molecular cluster, C4H8O2 overall. Source: the OMol25 dataset; level of theory: the ωB97M-V functional and the def2-TZVPD basis.

Results
- F_max (eV Å⁻¹) = 0.6
- charge = 0
- structure (SMILES) = C=C(C)O.C=O
- E_HOMO (eV) = -8.56
- gap between HOMO and LUMO (eV) = 8.870
- energy (eV) = -8371.310

Each line ends with the Löwdin charge.
Cartesian coordinates (Å):
C1 0.26835 -1.17190 -1.86355  0.04
C2 -0.15918 -0.23436 -1.01839  -0.48
C3 -1.47925 -0.27295 -0.29988  -0.04
O1 0.60734 0.87219 -0.78593  0.00
H1 1.22520 -1.06906 -2.36462  0.06
H2 -0.33997 -2.04245 -2.07958  0.05
H3 -2.10795 0.56800 -0.61704  0.09
H4 -2.01346 -1.20272 -0.50758  0.08
H5 -1.34337 -0.18368 0.78478  0.07
H6 0.26583 1.33957 -0.00399  0.05
C4 1.28273 0.84107 2.19119  -0.09
O2 0.31173 1.50673 1.90785  -0.02
H7 1.89181 0.34699 1.41440  0.09
H8 1.59017 0.70259 3.24235  0.09

---

One molecule with the formula C4H8O2 in a non-equilibrium geometry. Source: the OMol25 dataset; level of theory: the ωB97M-V functional and the def2-TZVPD basis.

Results
- F_max (eV Å⁻¹) = 2.1
- charge = 0
- structure (SMILES) = CC(=O)[C@H](C)O
- E_HOMO (eV) = -10.05
- gap between HOMO and LUMO (eV) = 10.851
- energy (eV) = -8372.312

Each line ends with the Löwdin charge.
Cartesian coordinates (Å):
C1 -0.72405 -1.57142 0.91703  -0.01
C2 0.28009 -0.53771 0.55384  -0.38
O1 1.50118 -0.60678 0.73914  0.07
C3 -0.29551 0.70605 -0.14985  -0.43
C4 -1.16981 0.47956 -1.35788  -0.04
O2 0.74765 1.53757 -0.50741  -0.02
H1 -0.99115 -2.01508 -0.13036  0.13
H2 -1.64426 -1.16177 1.34099  0.09
H3 -0.31078 -2.35358 1.57696  0.09
H4 -0.91581 1.07858 0.66985  0.15
H5 -2.16511 0.09251 -1.14539  0.08
H6 -1.41880 1.44675 -1.78808  0.08
H7 -0.62440 -0.10299 -2.10127  0.10
H8 1.53531 1.11043 -0.05532  0.11

---

C4H8O2 as an isolated structure. Source: the OMol25 dataset; level of theory: the ωB97M-V functional and the def2-TZVPD basis.

Results
- F_max (eV Å⁻¹) = 0.6
- charge = 0
- E_HOMO (eV) = -9.66
- gap between HOMO and LUMO (eV) = 10.511
- energy (eV) = -8371.177

Each line ends with the Löwdin charge.
Cartesian coordinates (Å):
O1 0.70929 0.37906 2.09365  -0.05
C1 -0.18796 -0.24532 1.20000  -0.26
C2 0.43632 -0.23084 -0.17894  -0.24
C3 -0.43970 -0.84619 -1.28010  -0.16
O2 -0.70967 0.43119 -1.85322  -0.11
C4 0.23268 1.06494 -0.97560  -0.15
H1 0.34205 0.30841 2.98324  0.09
H2 -1.15508 0.27654 1.16712  0.13
H3 -0.38343 -1.29082 1.48743  0.12
H4 1.46426 -0.59997 -0.12498  0.14
H5 0.08662 -1.51220 -1.97599  0.12
H6 -1.35265 -1.34797 -0.93799  0.12
H7 1.11280 1.42262 -1.52010  0.12
H8 -0.21301 1.89731 -0.41748  0.12